A cluster of 13 separate species, H26O13 in total in a non-equilibrium geometry. Source: OMol25; level of theory: ωB97M-V/def2-TZVPD.

Results
**Gap between HOMO and LUMO**: 0.345 hartree
**Energy relative to the best compared isomer or geometry (same formula, charge and spin)**: 49.1 kcal per mole
**Net charge**: 0
**HOMO level**: -9.81 eV

XYZ file:
```
39
Properties=species:S:1:pos:R:3:forces:R:3
O 0.64354 -2.26915 1.57062 0.671 0.435 0.998
H 0.78054 -1.78815 2.40862 0.142 -0.073 -0.546
H 0.50354 -3.17215 1.85462 -0.218 -0.453 -0.156
O -0.42046 2.15585 2.93862 0.473 0.256 1.522
H -0.63246 1.72785 2.13262 -0.541 -0.616 -1.449
H -0.43746 1.42885 3.57362 -0.119 0.325 0.159
O -2.87646 -2.11615 -1.47238 -0.793 -0.857 -0.958
H -2.89646 -2.83215 -2.13238 -0.203 0.175 0.637
H -2.17646 -1.57215 -1.81238 0.909 0.829 -0.186
O 1.30854 1.19085 -2.17138 -2.380 1.939 -1.648
H 2.21354 1.01085 -2.20938 2.282 -0.882 -0.105
H 1.14554 1.79585 -2.95938 0.319 -0.952 1.538
O 2.49454 2.06085 0.48462 0.843 1.153 -2.392
H 1.88254 2.20885 -0.26238 -1.229 -0.457 0.736
H 3.23054 2.43385 -0.04738 0.440 -0.315 1.306
O -1.91246 -2.12015 1.03262 -0.085 0.100 0.755
H -2.24346 -2.04415 0.13662 -0.064 -0.289 -0.244
H -0.97846 -1.87015 1.01862 -0.377 -0.113 -0.129
O -0.12346 0.64485 0.45062 -0.396 -0.194 0.724
H -0.67546 0.31385 -0.25838 -0.629 -0.157 -0.200
H 0.72954 0.27485 0.26462 0.964 -0.299 -0.099
O -1.31946 0.42485 -1.97438 -0.124 -0.352 -0.274
H -0.38046 0.55585 -2.22738 -0.670 0.024 -0.120
H -1.94646 0.84185 -2.57938 0.563 0.117 -0.073
O -0.37346 3.24485 0.02662 0.110 0.920 -0.539
H -0.45446 2.30985 0.25462 0.353 0.062 0.120
H 0.23154 3.66785 0.64862 -0.294 -0.349 0.125
O 0.22154 -2.24715 -1.55638 -1.470 -1.115 -1.380
H 0.50454 -2.90715 -2.21438 -0.269 0.384 0.420
H 1.02454 -1.94615 -1.18538 1.518 0.674 0.427
O -3.45846 0.61985 -0.07338 -0.358 0.804 0.296
H -2.78046 0.54685 -0.74438 0.026 -0.359 0.059
H -3.83746 -0.24415 0.08262 0.189 -0.345 -0.123
O 2.10754 0.29385 2.42362 0.834 -0.888 0.157
H 2.37454 0.88185 1.69962 -0.238 0.168 0.293
H 1.17054 0.41185 2.52062 -0.574 0.554 -0.010
O 2.40454 -1.37015 -0.26038 3.630 2.422 -1.661
H 1.83754 -1.68515 0.38462 -1.832 -1.277 2.860
H 3.11454 -0.86215 0.23362 -1.402 -0.999 -0.838
```
Forces are in eV/Å.

A cluster of 13 separate species, H26O13 in total in a non-equilibrium geometry. Source: OMol25; level of theory: ωB97M-V/def2-TZVPD.

Results
**Gap between HOMO and LUMO**: 0.314 hartree
**Energy relative to the best compared isomer or geometry (same formula, charge and spin)**: 165.6 kcal per mole
**Net charge**: 0
**HOMO level**: -8.87 eV

XYZ file:
```
39
Properties=species:S:1:pos:R:3:forces:R:3
H -0.18792 -0.09033 0.72301 0.282 -0.075 -0.482
H 0.64202 -1.13383 -0.00660 -0.114 -0.247 -0.301
H 2.24252 -0.40148 -4.28235 -0.008 -0.065 0.302
H 2.23709 -1.39417 -3.13144 0.010 0.293 -0.154
H -1.53846 3.46799 2.91572 0.256 0.047 0.308
H -1.52549 4.08243 4.30580 0.051 -0.037 -0.184
H 0.40391 1.85906 1.18731 0.308 0.568 0.162
H 0.35900 1.90831 -0.33111 0.106 -0.173 -0.074
H -0.80973 -2.09607 4.15403 -0.116 0.059 0.007
H -0.37753 -1.42734 2.85940 -0.005 -0.071 0.016
H 5.04284 -0.33012 -3.41651 -0.048 -0.038 0.023
H 4.55606 -0.65066 -2.01282 -0.114 0.138 0.015
H 2.75412 -5.21221 0.36575 0.094 -0.001 -0.001
H 2.85276 -4.04619 1.33565 0.105 -0.067 -0.034
H -2.62926 2.36538 -2.21425 -0.183 0.530 -0.065
H -3.64351 1.41039 -1.60652 0.137 0.175 0.359
H -3.26091 -0.19695 -2.73721 0.374 -0.309 0.013
H -2.58026 -1.34027 -2.00266 0.156 -0.355 0.024
H -1.08275 0.91218 3.00489 -0.017 -0.146 0.341
H -0.46223 1.18063 4.36612 -0.024 -0.062 -0.126
H -3.61862 2.09918 1.39236 -0.127 0.021 -0.055
H -3.30515 0.63626 1.12466 -0.094 -0.065 -0.204
H 4.28247 0.89378 1.14563 -0.054 0.066 -0.024
H 4.26878 2.36826 0.77720 -0.094 -0.028 -0.048
H -2.37848 -3.00330 -2.29747 0.109 -0.317 -0.069
H -1.95775 -3.27503 -3.73246 0.131 0.030 0.045
O 0.17037 -0.30486 -0.14566 -1.491 -4.128 -0.597
O 1.66716 -0.78029 -3.60822 -0.456 -0.221 -0.294
O -1.42604 4.30836 3.37411 -0.285 0.274 -0.058
O 0.85340 1.52578 0.40254 0.796 4.042 1.382
O -1.01695 -1.35259 3.57672 0.162 -0.042 -0.076
O 4.24410 -0.53481 -2.91739 0.603 -0.070 0.048
O 3.38340 -4.73307 0.91659 -0.197 0.071 0.020
O -2.79852 1.42757 -2.06987 -0.563 6.917 -0.186
O -2.61787 -0.37799 -2.04244 0.050 -6.535 0.028
O -0.64474 1.60057 3.51798 -0.054 -0.056 -0.295
O -3.99200 1.30114 1.00156 0.148 0.058 0.133
O 3.83467 1.53111 0.57794 0.360 -0.087 0.101
O -1.69241 -3.43417 -2.81963 -0.194 -0.095 0.003
```
Forces are in eV/Å.